The following is a DFT calculation (ωB97M-V with the def2-TZVPD basis set) of a structure of composition C5H5NO4Pt.

Computed properties:
multiplicity = 3
lowest unoccupied orbital energy (spin up / spin down) = -9.799 / -13.326 eV
HOMO energy (spin up / spin down) = -19.24 / -19.88 eV
net charge = +2
gap between HOMO and LUMO (spin up / spin down) = 9.44 / 6.55 eV
max |F| = 8.26 eV/A

Element x y z (Å)
O (0.772, -2.857, -3.456)
C (0.779, -1.921, -2.774)
Pt (0.727, -0.432, -1.592)
C (0.120, 1.135, -2.501)
C (2.442, -0.172, -0.786)
O (-0.243, 2.139, -2.958)
O (3.425, 0.070, -0.223)
C (-1.033, 1.073, 2.280)
C (-0.578, 0.284, 1.092)
N (-0.941, -1.000, 1.021)
O (0.133, 0.825, 0.193)
H (-1.625, 0.450, 2.956)
H (-1.639, 1.920, 1.944)
H (-0.161, 1.460, 2.816)
H (-0.669, -1.572, 0.229)
H (-1.509, -1.400, 1.759)

Cartesian forces (eV/Å) of the 2 atoms listed first:
0.142 4.183 2.909
0.031 -6.232 -4.797

---

The following is a DFT calculation (ωB97M-V with the def2-TZVPD basis set) of the ion C6H16N2 with charge -1.

Computed properties:
multiplicity = 2
lowest unoccupied orbital energy (spin up / spin down) = 3.906 / 3.997 eV
HOMO energy (spin up / spin down) = 1.43 / -4.84 eV
net charge = -1
gap between HOMO and LUMO (spin up / spin down) = 2.48 / 8.83 eV
max |F| = 4.61 eV/A

Element x y z (Å)
C (-0.477, -0.319, -0.563)
C (-1.701, 0.467, 0.004)
C (-2.525, 1.404, -0.984)
N (-3.009, 2.577, -0.236)
C (-0.009, -1.423, 0.281)
N (1.402, -1.803, 0.036)
C (2.395, -0.768, -0.187)
C (3.216, -0.413, 1.065)
H (-0.789, -0.759, -1.486)
H (0.303, 0.364, -0.900)
H (-1.410, 1.065, 0.825)
H (-2.398, -0.269, 0.346)
H (-1.721, 1.872, -1.794)
H (-3.358, 0.702, -1.401)
H (-2.455, 2.844, 0.605)
H (-4.078, 2.489, -0.029)
H (-0.492, -2.495, 0.061)
H (0.054, -1.258, 1.371)
H (1.796, -2.472, 0.696)
H (1.974, 0.152, -0.620)
H (3.204, -1.084, -1.026)
H (4.134, -0.939, 0.998)
H (2.563, -0.688, 1.881)
H (3.381, 0.755, 1.054)

Cartesian forces (eV/Å) of the 2 atoms listed first:
-1.637 1.561 -0.654
0.128 -0.293 -1.978

---

The following is a DFT calculation (ωB97M-V with the def2-TZVPD basis set) of a cluster of 3 separate species, C17H23BO2PS in total.

Computed properties:
lowest unoccupied orbital energy = 2.740 eV
HOMO energy = -3.11 eV
net charge = -1
gap between HOMO and LUMO = 5.85 eV
max |F| = 2.47 eV/A

Element x y z (Å)
C (-0.175, -1.945, -0.273)
C (-0.945, -0.758, -0.353)
C (-1.945, -0.351, -1.312)
B (-3.268, 0.428, -0.618)
O (-4.452, 0.281, -1.508)
C (-5.460, -0.424, -0.860)
C (-4.871, -0.919, 0.459)
P (-4.530, -2.749, 0.489)
S (-4.961, -3.866, -1.066)
O (-3.698, -0.213, 0.658)
H (0.848, -1.870, -0.624)
H (-0.487, -2.871, 0.183)
H (-0.783, 0.035, 0.393)
H (-2.235, -1.177, -1.962)
H (-1.472, 0.424, -1.914)
H (-3.044, 1.649, -0.528)
H (-6.326, 0.207, -0.632)
H (-5.782, -1.252, -1.490)
H (-5.522, -0.718, 1.310)
H (-5.198, -3.197, 1.638)
H (-3.172, -2.797, 0.800)
C (0.908, 3.326, -1.315)
C (-0.369, 3.303, -0.773)
C (-0.556, 3.571, 0.574)
C (0.534, 3.873, 1.378)
C (1.813, 3.901, 0.836)
C (2.000, 3.625, -0.511)
H (1.053, 3.105, -2.365)
H (-1.223, 3.063, -1.393)
H (-1.554, 3.533, 0.992)
H (0.389, 4.079, 2.431)
H (2.663, 4.131, 1.465)
H (2.998, 3.637, -0.932)
C (6.123, -2.223, 0.098)
C (5.357, -1.369, -0.683)
C (4.138, -0.901, -0.212)
C (3.684, -1.282, 1.042)
C (4.451, -2.136, 1.823)
C (5.668, -2.607, 1.352)
H (7.072, -2.592, -0.271)
H (5.709, -1.071, -1.663)
H (3.535, -0.243, -0.823)
H (2.728, -0.922, 1.399)
H (4.095, -2.436, 2.800)
H (6.262, -3.278, 1.961)

Cartesian forces (eV/Å) of the 2 atoms listed first:
-0.424 0.887 0.098
0.630 -0.505 0.095

---

The following is a DFT calculation (ωB97M-V with the def2-TZVPD basis set) of a structure of composition C21H20EuN10OSSe.

Computed properties:
multiplicity = 8
lowest unoccupied orbital energy (spin up / spin down) = -0.200 / -0.202 eV
HOMO energy (spin up / spin down) = -6.12 / -6.59 eV
net charge = 0
gap between HOMO and LUMO (spin up / spin down) = 5.92 / 6.38 eV
max |F| = 5.26 eV/A

Element x y z (Å)
Eu (-1.662, -11.891, 14.711)
N (-0.024, -12.127, 18.958)
C (-0.513, -11.512, 17.827)
S (0.611, -11.124, 16.603)
N (-1.833, -11.265, 17.866)
N (-2.289, -10.584, 16.863)
C (-3.269, -9.688, 16.774)
C (-4.016, -9.437, 18.036)
C (-5.396, -9.152, 18.018)
C (-6.084, -8.989, 19.198)
C (-5.455, -9.218, 20.426)
C (-4.095, -9.437, 20.434)
C (-3.368, -9.438, 19.275)
C (-3.526, -9.098, 15.507)
C (-4.334, -7.907, 15.440)
C (-4.794, -7.484, 14.190)
C (-4.263, -8.127, 13.040)
C (-3.330, -9.141, 13.238)
N (-2.905, -9.564, 14.435)
H (0.807, -12.628, 18.732)
H (-0.692, -12.666, 19.474)
H (-5.895, -9.183, 17.053)
H (-7.124, -8.811, 19.078)
H (-6.125, -9.294, 21.249)
H (-3.633, -9.564, 21.441)
H (-2.315, -9.258, 19.278)
H (-4.650, -7.382, 16.363)
H (-5.581, -6.803, 14.120)
H (-4.454, -7.834, 12.003)
H (-2.880, -9.673, 12.405)
N (2.696, -13.416, 10.869)
C (1.951, -12.610, 10.091)
N (2.452, -12.235, 8.892)
N (0.732, -12.137, 10.419)
C (0.241, -12.173, 11.584)
N (-0.344, -12.074, 12.606)
H (3.181, -14.119, 10.377)
H (2.412, -13.585, 11.829)
H (3.401, -12.473, 8.552)
H (2.000, -11.491, 8.416)
O (-3.763, -12.438, 13.987)
N (-4.819, -13.311, 13.927)
C (-5.160, -13.830, 12.707)
C (-6.295, -14.665, 12.652)
C (-7.144, -14.822, 13.773)
C (-6.698, -14.274, 15.019)
C (-5.505, -13.571, 15.146)
H (-4.559, -13.520, 11.850)
H (-6.582, -15.233, 11.795)
H (-8.069, -15.370, 13.616)
H (-7.404, -14.279, 15.857)
H (-5.141, -12.991, 16.026)
Se (-3.050, -16.348, 17.564)
C (-2.625, -15.082, 16.308)
N (-2.278, -14.173, 15.620)

Cartesian forces (eV/Å) of the 2 atoms listed first:
0.591 -0.094 0.952
-0.249 0.215 -0.708

---

The following is a DFT calculation (ωB97M-V with the def2-TZVPD basis set) of an isolated molecule of C3H5NO2.

Computed properties:
structure (SMILES) = C=C(C)ON=O
lowest unoccupied orbital energy = -0.056 eV
HOMO energy = -9.22 eV
net charge = 0
gap between HOMO and LUMO = 9.16 eV
max |F| = 2.38 eV/A

Element x y z (Å)
C (-1.100, 0.712, -0.310)
C (0.075, 0.109, 0.015)
C (1.413, 0.414, -0.571)
N (-1.236, -1.377, 1.167)
O (-1.331, -2.187, 1.976)
O (0.110, -0.894, 0.956)
H (-1.000, 1.391, -1.166)
H (-2.084, 0.278, 0.016)
H (2.159, 0.300, 0.190)
H (1.407, 1.452, -0.827)
H (1.587, -0.199, -1.446)

Cartesian forces (eV/Å) of the 2 atoms listed first:
0.863 -1.060 -0.571
-2.172 0.902 -0.371

---

The following is a DFT calculation (ωB97M-V with the def2-TZVPD basis set) of an isolated molecule of C25H32N2O4.

Computed properties:
structure (SMILES) = COc1cc(CN2CCC[C@H](C(=O)N3CCc4ccccc4C3)C2)cc(OC)c1OC
lowest unoccupied orbital energy = 0.602 eV
HOMO energy = -8.35 eV
net charge = 0
gap between HOMO and LUMO = 8.95 eV
max |F| = 0.70 eV/A

Element x y z (Å)
C (3.623, -0.338, 0.336)
H (2.793, -0.764, 0.909)
O (3.193, 0.703, -0.506)
C (2.351, 0.396, -1.540)
C (1.794, -0.855, -1.732)
C (0.930, -1.083, -2.799)
C (0.667, -0.063, -3.684)
C (1.231, 1.208, -3.522)
C (2.060, 1.454, -2.425)
O (2.630, 2.701, -2.218)
C (2.195, 3.377, -1.056)
H (2.693, 4.345, -1.073)
H (1.108, 3.525, -1.070)
H (2.473, 2.839, -0.147)
O (0.876, 2.085, -4.497)
C (1.425, 3.384, -4.557)
H (2.515, 3.363, -4.527)
H (1.089, 3.788, -5.512)
H (1.053, 4.018, -3.748)
H (0.011, -0.209, -4.527)
C (0.288, -2.440, -2.931)
N (-0.123, -2.910, -1.622)
C (-1.171, -2.094, -1.043)
H (-0.942, -1.043, -1.229)
C (-1.233, -2.393, 0.460)
C (-2.225, -1.462, 1.141)
O (-3.353, -1.823, 1.424)
N (-1.809, -0.196, 1.390)
C (-0.497, 0.369, 1.179)
H (-0.627, 1.365, 0.737)
C (0.215, 0.504, 2.525)
C (-0.651, 1.250, 3.503)
C (-0.086, 1.856, 4.619)
C (-0.870, 2.537, 5.530)
C (-2.239, 2.622, 5.330)
C (-2.808, 2.021, 4.224)
C (-2.026, 1.329, 3.306)
C (-2.689, 0.701, 2.109)
H (-3.036, 1.495, 1.431)
H (-3.562, 0.119, 2.418)
H (-3.875, 2.081, 4.064)
H (-2.859, 3.153, 6.036)
H (-0.417, 3.002, 6.393)
H (0.983, 1.790, 4.769)
H (0.426, -0.494, 2.924)
H (1.168, 1.022, 2.396)
H (0.090, -0.228, 0.485)
C (-1.638, -3.857, 0.629)
C (-0.642, -4.742, -0.115)
C (-0.503, -4.307, -1.574)
H (0.276, -4.899, -2.061)
H (-1.455, -4.488, -2.106)
H (-0.962, -5.785, -0.075)
H (0.336, -4.666, 0.364)
H (-2.644, -3.994, 0.231)
H (-1.664, -4.120, 1.688)
H (-0.235, -2.259, 0.885)
H (-2.156, -2.309, -1.493)
H (1.023, -3.150, -3.325)
H (-0.551, -2.390, -3.647)
H (1.996, -1.672, -1.061)
H (4.337, 0.117, 1.022)
H (4.119, -1.132, -0.229)

Cartesian forces (eV/Å) of the 2 atoms listed first:
0.081 -0.180 0.157
0.018 -0.020 -0.029